33
Properties=species:S:1:pos:R:3:forces:R:3 method="wB97M-V/def2-TZVPD" homo_lumo_gap_ev=9.24 energy_ha=-870.66911 smiles="C[Si](C)(C)C#CC=C=O.C1CC1=C1CC1" relative_energy_ev=7.455
C -1.88752 0.39085 -3.87443 -3.9 2.9 -0.2
Si -1.92588 1.70224 -2.43117 -0.5 -0.6 0.0
C -3.70711 2.08978 -1.81605 1.5 -2.0 1.7
C -0.98074 3.16965 -3.09642 -1.5 -0.4 -0.7
C -1.03565 1.14247 -0.89731 -0.5 0.2 -1.5
C -0.27142 1.06939 0.02583 0.5 -0.4 1.4
C 0.52097 0.93635 1.21102 0.6 1.0 -0.3
C -0.03168 1.25761 2.37182 -1.5 -0.8 1.3
O -0.63341 1.34627 3.37185 1.2 0.2 -1.3
H -2.04641 1.01823 -4.84222 0.3 -1.0 1.5
H -0.96011 -0.06034 -3.93225 1.6 -1.5 -0.1
H -2.84917 -0.21985 -3.77810 1.8 0.2 -0.2
H -3.62719 2.43179 -0.74021 -0.1 -0.9 -0.9
H -4.13251 2.91563 -2.24427 -1.2 2.0 -1.7
H -4.37731 1.20142 -1.94748 0.5 0.8 0.4
H -1.43456 3.37207 -4.08197 0.6 -0.3 0.0
H -1.14967 4.08554 -2.58936 0.1 0.8 1.0
H 0.05641 2.91988 -3.14239 0.7 0.0 -0.3
H 1.61200 0.95043 1.17142 -0.3 -0.3 0.0
C 2.10691 -2.84240 0.39629 0.3 -1.9 -1.1
C 3.03184 -1.63460 0.42868 -0.3 0.8 -0.2
C 2.29681 -2.11128 1.62061 -0.4 0.2 0.0
C 1.80000 -2.07818 2.82097 0.5 0.2 1.5
C 1.95829 -1.67311 4.22428 -0.1 0.8 1.1
C 1.08265 -2.88024 3.87341 -0.1 2.2 -1.6
H 1.09687 -2.85465 -0.00257 0.2 0.4 -0.4
H 2.64915 -3.81056 0.20895 -0.7 0.9 0.5
H 4.05370 -1.96202 0.48696 0.5 0.2 -0.4
H 2.85825 -0.70103 -0.17265 0.0 -1.0 1.0
H 1.49499 -0.82590 4.73864 -0.5 0.0 -0.8
H 2.89155 -1.79183 4.78951 0.0 -0.6 -0.7
H 1.54685 -3.79470 4.00275 0.2 -2.0 0.6
H -0.00691 -2.75889 3.84587 0.5 -0.3 0.4

32
Properties=species:S:1:pos:R:3:forces:R:3 method="wB97M-V/def2-TZVPD" homo_lumo_gap_ev=6.51 total_charge=+1 energy_ha=-847.08898
C -1.61042 2.48995 0.37757 0.0 0.5 2.0
C -1.86364 1.78997 -0.74912 -0.8 -1.2 -2.8
C -1.44242 1.83998 1.60699 1.7 -0.9 1.2
C -1.87599 0.39320 -0.71698 0.3 0.9 0.7
C -1.42614 0.42425 1.69347 -0.2 2.8 -0.9
C -1.65323 -0.27826 0.50560 -0.2 -0.5 0.3
C 1.56269 -0.75261 -0.65591 1.9 2.6 0.9
C 2.13192 0.33641 -0.50462 -2.5 -3.9 -0.8
C 0.96258 -2.45615 -2.30425 1.4 -0.3 -0.9
C 1.99915 2.80437 -0.39869 -2.8 -0.8 -0.3
C -1.87358 -2.76299 2.04705 3.7 -0.4 2.5
C 1.13826 -2.12123 -0.83741 -2.3 2.4 -0.2
C 2.81141 1.55667 -0.25315 1.2 -0.1 3.5
P -1.85430 -1.99573 0.39842 0.1 -1.0 -0.4
H -1.54072 3.56352 0.41955 -0.1 0.2 -0.4
H -2.10709 2.24726 -1.74021 0.5 -0.1 1.1
H -1.04414 2.43771 2.48060 -1.0 -0.7 -1.0
H -2.03634 -0.15583 -1.62178 -0.2 -0.3 -0.3
H -1.23558 -0.03888 2.62707 0.1 -0.5 0.6
H 0.03200 -3.02338 -2.29710 -0.2 0.2 -1.1
H 1.79518 -3.22713 -2.61700 -1.5 1.8 0.3
H 1.00670 -1.44720 -2.92651 -0.4 -2.6 1.0
H 1.61313 2.82532 -1.44299 0.4 0.4 0.6
H 2.51442 3.68138 -0.14029 0.9 1.1 0.1
H 1.08047 2.79223 0.24374 0.8 -0.1 -0.4
H -1.47707 -2.15829 2.99205 -0.8 -1.0 -2.2
H -1.32223 -3.82618 2.14836 -1.1 2.4 -0.8
H -2.87651 -2.99991 2.26134 -1.6 -0.3 0.1
H 1.69009 -2.77680 -0.26257 1.3 -1.5 1.1
H 0.03564 -2.19164 -0.28698 1.1 0.0 -0.6
H 3.22871 1.37665 0.86375 -0.6 0.9 -2.4
H 3.63702 1.65331 -0.91000 1.1 -0.2 -0.5

47
Properties=species:S:1:pos:R:3:forces:R:3 method="wB97M-V/def2-TZVPD" homo_lumo_gap_ev=9.76 energy_ha=-1638.50129 smiles="NB(O)C1=C(CCC(F)(F)F)C(=O)OC1=O.COC(=O)OC.COC(=O)OC"
N 6.48347 0.60447 -2.57007 -0.9 0.7 -0.2
B 5.36468 0.56118 -3.50153 0.8 0.1 0.0
O 5.16661 -0.58936 -4.19925 -0.2 -0.4 0.8
C 4.49361 1.86841 -3.68787 0.0 0.4 -0.7
C 3.38108 2.27687 -3.09302 -0.4 0.1 0.6
C 2.56749 1.57605 -2.06141 -0.4 -0.4 -0.8
C 1.73287 0.43142 -2.65864 0.2 0.3 0.9
C 0.53601 0.86105 -3.43836 0.2 -0.8 -0.2
F 0.81488 1.71993 -4.40569 0.3 0.7 -0.6
F 0.00258 -0.21971 -4.02862 -0.4 -0.5 -0.3
F -0.40511 1.38591 -2.67567 -0.6 0.6 0.6
C 3.00572 3.62347 -3.61051 -1.3 0.9 0.3
O 1.96899 4.23412 -3.49000 2.0 -0.8 -0.1
O 4.10414 4.08058 -4.33869 -0.9 0.4 -0.7
C 4.82594 2.97205 -4.66925 1.0 -1.4 -0.3
O 5.55345 2.86800 -5.61653 -0.4 0.7 0.7
H 6.19460 0.18140 -1.69150 0.5 -0.5 -0.1
H 6.66545 1.57463 -2.34086 0.3 0.0 0.2
H 4.24759 -0.83140 -4.31097 -0.2 0.1 -0.7
H 1.89895 2.26184 -1.56567 -0.1 0.3 0.3
H 3.22208 1.12577 -1.33318 0.3 0.0 0.4
H 1.35258 -0.15623 -1.83453 -0.2 -0.3 0.2
H 2.32754 -0.23231 -3.26293 0.2 -0.1 -0.4
C 0.71123 -4.64288 0.06010 0.1 -0.2 -0.1
O -0.36970 -4.28207 0.91986 0.0 -0.1 0.0
C -0.26657 -3.06520 1.44937 -0.1 -0.1 0.1
O 0.63252 -2.28873 1.26147 0.2 0.1 -0.1
O -1.32784 -2.85903 2.22093 -0.1 0.0 0.1
C -1.35332 -1.58012 2.86110 -0.1 0.2 0.2
H 0.50062 -5.64643 -0.29670 -0.1 0.0 0.1
H 0.76978 -3.96451 -0.78908 0.0 0.1 0.0
H 1.65281 -4.64482 0.60570 0.0 0.1 0.0
H -1.37633 -0.78106 2.12300 0.1 0.0 0.0
H -0.49413 -1.46163 3.51800 0.1 0.0 -0.1
H -2.26217 -1.54206 3.45455 0.0 -0.1 -0.1
C -6.25556 -1.59076 3.55481 0.0 -0.2 -0.1
O -6.88134 -0.48665 4.21054 -0.1 -0.1 0.0
C -6.03073 0.38210 4.75021 -0.2 0.0 0.0
O -4.83156 0.30380 4.72452 0.2 0.0 0.0
O -6.73731 1.35224 5.32309 -0.1 0.1 0.0
C -5.94540 2.36387 5.94767 0.0 0.2 0.1
H -7.05570 -2.21251 3.16518 -0.1 0.1 0.0
H -5.63378 -1.24646 2.73062 0.1 0.0 0.1
H -5.66060 -2.16926 4.25884 0.1 0.1 0.0
H -5.31125 2.86144 5.21674 0.1 -0.1 0.0
H -5.33834 1.93928 6.74465 0.1 0.0 -0.1
H -6.64052 3.08335 6.36955 -0.1 -0.1 0.0

53
Properties=species:S:1:pos:R:3:forces:R:3 method="wB97M-V/def2-TZVPD" homo_lumo_gap_ev=7.64 energy_ha=-32619.95331
C 5.94698 0.06247 -1.42811 -0.7 0.8 0.2
C 4.94311 1.01728 -1.34982 0.6 -0.8 0.1
C 3.48912 0.59473 -1.20415 0.3 0.0 1.6
C 2.62874 1.36206 -2.23750 0.9 0.3 0.5
O 2.14087 0.50956 -3.28033 -0.4 0.0 0.6
S 0.95915 -0.49036 -2.86806 -1.6 -1.6 -1.3
O 1.40191 -1.69402 -2.23085 0.8 0.6 0.9
O 0.24535 -0.72628 -4.08418 0.2 0.7 -0.3
C -0.15801 0.44748 -1.79482 0.4 -0.3 1.3
C 0.02319 0.09378 -0.29854 0.3 0.7 -0.2
P -1.92654 -0.04496 -2.37382 -0.8 0.6 -1.7
N -3.00206 0.48297 -1.13380 1.4 -0.6 0.1
O -1.89851 -1.66049 -2.15745 0.3 0.4 0.6
C 0.13093 1.93041 -2.06316 0.3 -0.5 -1.0
C 1.53662 2.23220 -1.59839 0.1 0.2 0.3
O 1.84141 3.65488 -1.88012 -0.4 0.3 0.0
C 2.35988 4.23700 -0.84839 0.0 -1.5 -0.3
N 2.91725 4.54042 0.11068 0.0 0.3 0.6
H 6.18696 -0.49372 -0.52316 -1.2 -1.7 -0.7
H 6.43910 -0.14865 -2.37293 1.7 1.2 0.6
H 5.21433 2.07368 -1.35900 -0.5 0.1 -1.9
H 3.10340 0.70083 -0.18184 -0.2 0.1 -0.1
H 3.44474 -0.45827 -1.45989 -0.1 -0.1 0.1
H 3.32067 2.05078 -2.72072 -0.2 0.0 -0.4
H -0.73929 -0.58098 0.08089 0.2 -0.3 0.0
H -0.08506 1.01400 0.28049 -0.1 0.0 0.1
H 1.02404 -0.27856 -0.08880 -0.1 -0.3 0.1
H -2.83462 -0.02424 -0.25815 -0.3 0.6 -0.2
H -2.85980 1.48227 -1.00946 -0.4 0.0 0.2
H -1.33962 -1.92333 -1.40912 -0.1 -0.3 -0.1
H -0.60498 2.60602 -1.63134 0.0 -0.1 0.2
H 0.11375 2.04087 -3.15227 -0.2 0.4 0.0
H 1.65087 2.12545 -0.52326 -0.3 0.1 0.1
C 3.63728 8.62134 -1.81851 0.0 -0.1 -0.2
Br 3.03594 9.34621 -3.50109 0.0 0.0 0.1
Br 2.78369 9.48720 -0.32886 0.0 0.0 0.0
Br 3.42105 6.70718 -1.72694 0.3 0.9 -0.1
H 4.69493 8.82781 -1.74462 0.0 0.0 0.0
C -3.60816 -3.03261 1.19662 -0.1 -0.1 -0.2
Br -4.72866 -2.93509 -0.35656 0.0 0.0 0.0
Br -2.17060 -4.28948 0.96988 0.1 0.1 -0.1
Br -2.93423 -1.29778 1.71237 -0.1 -0.3 0.5
H -4.22224 -3.38249 2.01205 0.0 0.0 0.1
C -1.87344 -4.82416 5.23517 0.1 0.0 0.0
Br -1.23069 -3.12650 5.86525 0.0 0.0 0.0
Br -1.96297 -6.12991 6.64167 0.0 0.0 0.0
Br -3.56650 -4.64529 4.33417 -0.2 0.0 0.2
H -1.16407 -5.18509 4.50401 0.0 0.0 0.0
C -7.02083 -6.16723 5.22094 0.0 0.0 0.0
Br -7.57971 -5.05006 3.75285 0.1 0.0 0.0
Br -7.75087 -5.55682 6.89163 0.0 0.0 0.0
Br -7.42802 -8.01808 4.89584 0.0 0.0 0.0
H -5.94576 -6.08443 5.29352 0.0 0.0 0.0

36
Properties=species:S:1:pos:R:3:forces:R:3 method="wB97M-V/def2-TZVPD" homo_lumo_gap_ev="6.32 / 5.95" energy_ha=-3513.70531 spin_multiplicity=3
C -1.35439 1.75301 -2.62762 0.1 0.4 1.3
C -2.02295 1.80667 -1.35246 1.1 1.0 0.3
C -1.05017 2.24771 -0.36140 0.1 0.1 -2.1
H -3.04672 1.53892 -1.14843 0.1 0.0 0.0
C 0.20539 2.48566 -1.04895 -1.4 -0.5 -0.3
C 0.01854 2.14789 -2.44095 -0.4 0.1 1.4
H 0.78790 2.20058 -3.19663 -0.1 0.0 0.0
H -1.81635 1.46922 -3.55931 0.1 0.0 0.0
H -1.21952 2.35517 0.69319 0.0 -0.2 0.1
H 1.12397 2.80727 -0.58336 0.0 -0.1 0.0
Mo -0.39219 0.21520 -1.21109 1.7 -0.1 0.5
Br -2.00068 -0.57249 0.75415 -4.2 -1.0 0.7
C 0.42616 -1.97820 -1.41331 -0.9 1.0 -1.7
C 1.08574 -1.15469 -2.40475 -1.4 -0.6 0.3
C 0.06795 -0.67005 -3.31992 0.5 -0.8 1.2
H 2.13550 -0.90385 -2.41829 -0.1 0.0 -0.1
C -1.20449 -1.18693 -2.90145 0.9 -0.9 1.1
C -0.99478 -2.01794 -1.73938 1.1 0.4 -0.8
H -1.75004 -2.55171 -1.18614 0.1 0.2 -0.1
H 0.88476 -2.44854 -0.56461 0.0 0.1 0.1
H 0.25706 -0.03522 -4.17187 -0.1 0.0 0.1
H -2.16371 -1.00363 -3.35943 0.1 0.0 0.0
C 2.33268 0.42132 2.59706 -0.1 -0.3 0.4
Si 0.66096 -0.38871 2.30607 0.5 -0.1 1.4
C 0.83587 -2.23707 2.64388 0.0 0.4 0.2
C -0.52162 0.35210 3.59503 0.3 -0.3 -0.2
O 0.35895 -0.10167 0.77086 1.9 1.3 -3.1
H 2.67118 0.24461 3.62680 0.1 0.1 -0.2
H 2.23986 1.49388 2.42534 0.1 0.1 0.0
H 3.05728 -0.00517 1.89902 0.1 0.1 0.1
H 1.18417 -2.40535 3.67516 -0.1 0.0 -0.3
H -0.12642 -2.72833 2.50564 0.0 -0.1 0.0
H 1.57015 -2.65387 1.95083 0.0 -0.1 0.0
H -0.61536 1.42651 3.41876 -0.1 0.0 0.1
H -1.50482 -0.11639 3.53971 0.0 0.2 0.0
H -0.11985 0.19409 4.60786 0.0 0.1 -0.2

36
Properties=species:S:1:pos:R:3:forces:R:3 method="wB97M-V/def2-TZVPD" homo_lumo_gap_ev="6.30 / 6.58" energy_ha=-1459.36622 spin_multiplicity=5
C 1.08300 -1.48628 0.18500 -0.8 1.6 3.9
C 1.04911 -1.83045 -1.13221 -2.7 -0.1 -5.0
C -0.29530 -1.62807 -1.65748 4.5 -1.2 -1.3
H 1.89781 -2.09274 -1.76069 -0.2 -0.2 0.2
C -1.10560 -1.13392 -0.65276 -1.2 1.5 1.7
C -0.37330 -1.24047 0.65094 0.0 -0.9 1.0
H -0.71566 -2.23010 1.02809 0.1 0.1 0.7
H 1.94621 -1.34501 0.84068 -0.4 0.0 -0.4
H -0.55606 -1.82707 -2.69727 -0.1 -0.1 0.4
H -2.05893 -0.62554 -0.77271 0.2 -0.2 0.1
Pd 0.07863 0.77039 -2.78552 0.6 -3.5 9.7
Cl 1.25753 1.74946 -0.56220 -0.5 -0.6 -1.0
C 0.12894 2.50283 -3.77611 0.2 1.5 -1.7
C -1.11026 1.81312 -4.05360 -0.4 1.1 -1.6
C -0.78595 0.53526 -4.62484 -1.1 0.0 -2.1
H -2.11410 2.21020 -3.92367 0.3 -0.2 0.1
C 0.63047 0.42403 -4.73147 0.4 -0.4 -1.5
C 1.20937 1.62107 -4.18066 0.8 1.5 -1.6
H 2.26514 1.77632 -3.97025 -0.3 0.1 -0.3
H 0.22168 3.46707 -3.26827 0.1 -0.5 -0.3
H -1.52634 -0.19405 -4.96635 0.4 0.3 0.2
H 1.16296 -0.48125 -5.04614 -0.2 0.6 0.1
C -1.74269 0.67636 4.03443 0.2 0.1 -0.1
Si -0.24351 -0.10342 3.23487 -0.1 0.0 -0.4
C 1.30170 0.94387 3.34266 -0.1 0.0 0.1
C 0.04215 -1.74557 4.08712 0.1 -0.3 0.0
O -0.66563 -0.24631 1.62526 0.3 -0.6 -0.8
H -1.59995 0.70173 5.12178 -0.1 0.1 -0.1
H -2.63847 0.08444 3.80415 0.2 0.1 0.1
H -1.89475 1.69716 3.66344 0.0 -0.2 0.1
H 1.57310 1.10012 4.39743 0.0 0.0 -0.3
H 2.14805 0.47061 2.82345 -0.2 0.1 0.2
H 1.13097 1.91538 2.86187 0.1 -0.2 0.1
H -0.76034 -2.47007 3.87040 0.3 0.2 0.1
H 1.00561 -2.20164 3.81196 -0.3 0.1 0.1
H 0.05438 -1.57745 5.17868 0.0 -0.1 -0.4

What did the fifth record say?
36
Properties=species:S:1:pos:R:3:forces:R:3 method="wB97M-V/def2-TZVPD" homo_lumo_gap_ev="6.32 / 5.95" energy_ha=-3513.70531 spin_multiplicity=3
C -1.35439 1.75301 -2.62762 0.1 0.4 1.3
C -2.02295 1.80667 -1.35246 1.1 1.0 0.3
C -1.05017 2.24771 -0.36140 0.1 0.1 -2.1
H -3.04672 1.53892 -1.14843 0.1 0.0 0.0
C 0.20539 2.48566 -1.04895 -1.4 -0.5 -0.3
C 0.01854 2.14789 -2.44095 -0.4 0.1 1.4
H 0.78790 2.20058 -3.19663 -0.1 0.0 0.0
H -1.81635 1.46922 -3.55931 0.1 0.0 0.0
H -1.21952 2.35517 0.69319 0.0 -0.2 0.1
H 1.12397 2.80727 -0.58336 0.0 -0.1 0.0
Mo -0.39219 0.21520 -1.21109 1.7 -0.1 0.5
Br -2.00068 -0.57249 0.75415 -4.2 -1.0 0.7
C 0.42616 -1.97820 -1.41331 -0.9 1.0 -1.7
C 1.08574 -1.15469 -2.40475 -1.4 -0.6 0.3
C 0.06795 -0.67005 -3.31992 0.5 -0.8 1.2
H 2.13550 -0.90385 -2.41829 -0.1 0.0 -0.1
C -1.20449 -1.18693 -2.90145 0.9 -0.9 1.1
C -0.99478 -2.01794 -1.73938 1.1 0.4 -0.8
H -1.75004 -2.55171 -1.18614 0.1 0.2 -0.1
H 0.88476 -2.44854 -0.56461 0.0 0.1 0.1
H 0.25706 -0.03522 -4.17187 -0.1 0.0 0.1
H -2.16371 -1.00363 -3.35943 0.1 0.0 0.0
C 2.33268 0.42132 2.59706 -0.1 -0.3 0.4
Si 0.66096 -0.38871 2.30607 0.5 -0.1 1.4
C 0.83587 -2.23707 2.64388 0.0 0.4 0.2
C -0.52162 0.35210 3.59503 0.3 -0.3 -0.2
O 0.35895 -0.10167 0.77086 1.9 1.3 -3.1
H 2.67118 0.24461 3.62680 0.1 0.1 -0.2
H 2.23986 1.49388 2.42534 0.1 0.1 0.0
H 3.05728 -0.00517 1.89902 0.1 0.1 0.1
H 1.18417 -2.40535 3.67516 -0.1 0.0 -0.3
H -0.12642 -2.72833 2.50564 0.0 -0.1 0.0
H 1.57015 -2.65387 1.95083 0.0 -0.1 0.0
H -0.61536 1.42651 3.41876 -0.1 0.0 0.1
H -1.50482 -0.11639 3.53971 0.0 0.2 0.0
H -0.11985 0.19409 4.60786 0.0 0.1 -0.2